Record 1
The following is a DFT calculation (ωB97M-V with the def2-TZVPD basis set) of C32H25Br2F5N5OSTi as an isolated structure.

Results
Orbital gap (eV): 7.04
Charge: +1
Molecular weight (g mol⁻¹): 830.32
E (Eh): -8478.388030
Energy above the lowest of the compared OMol25 structures with the same formula, charge and spin (kJ/mol): 0.00
HOMO (eV): -11.25
Largest force on an atom (eV Å⁻¹): 0.1

Last column: Mulliken charge in e.
CARTESIAN COORDINATES (ANGSTROEM)
1 Br 1.151 -4.592 0.517  -0.49
2 Br -0.262 1.588 5.207  -0.09
3 Ti 0.838 -2.584 -0.861  0.46
4 S 2.502 -3.238 -2.312  -0.55
5 F 4.179 -0.783 -1.895  -0.36
6 F 4.482 1.305 -3.557  -0.30
7 F 1.496 -0.666 -6.606  -0.29
8 F 3.151 1.371 -5.922  -0.28
9 F 1.160 -2.751 -4.937  -0.37
10 O 3.020 3.296 2.813  -0.69
11 N 1.929 -1.137 0.287  1.29
12 N -0.896 -3.655 -1.699  0.50
13 N 1.423 2.196 1.599  0.43
14 N -0.935 -2.186 0.518  0.60
15 N 1.024 4.313 2.461  -0.06
16 C 3.227 0.566 2.053  -0.56
17 C 1.475 0.102 0.503  -0.19
18 C 2.063 0.982 1.403  -0.60
19 C -2.064 -3.547 -1.038  0.51
20 C -3.215 -4.188 -1.455  -1.00
21 C 0.125 -0.826 3.781  -0.87
22 C -4.592 4.195 1.305  -1.52
23 C -1.438 0.715 2.770  -0.50
24 C 2.005 -1.771 -4.592  -0.10
25 C -3.164 -4.972 -2.600  -0.37
26 C -2.653 4.437 2.895  -0.77
27 C -0.850 -4.408 -2.797  -0.11
28 C 3.041 -1.541 0.923  -0.63
29 C 2.677 -1.838 -3.380  0.73
30 C -0.888 -1.353 1.678  -0.47
31 C -0.813 4.111 0.858  -0.23
32 C -1.602 -0.163 1.706  -0.25
33 C 3.515 -0.780 -3.054  0.09
34 C 3.710 -0.705 1.792  -1.30
35 C -0.562 0.380 3.790  -0.06
36 C 3.680 0.304 -3.899  0.20
37 C 2.158 -0.703 -5.455  0.26
38 C -0.033 -1.696 2.717  -0.09
39 C -2.033 -2.721 0.168  -0.35
40 C -0.032 -1.055 -2.034  -1.41
41 C -3.117 4.213 1.600  0.79
42 C -1.298 4.464 3.180  -0.49
43 C 1.907 3.269 2.332  0.24
44 C -2.175 4.050 0.590  -0.74
45 C -1.965 -5.081 -3.277  -1.00
46 C 3.001 0.340 -5.106  0.63
47 C -0.366 4.289 2.161  0.11
48 H 0.474 2.258 1.265  -0.13
49 H 0.791 -1.076 4.596  0.48
50 H -0.956 4.614 4.195  0.53
51 H -4.047 -5.487 -2.952  0.45
52 H 3.384 -2.545 0.715  0.53
53 H -4.792 3.809 0.307  0.36
54 H -2.254 0.101 0.881  0.53
55 H -2.508 3.910 -0.432  0.39
56 H 1.355 5.010 3.111  0.33
57 H -2.944 -2.597 0.752  0.47
58 H -0.937 -0.608 -1.620  0.54
59 H 0.591 0.401 -0.044  0.70
60 H -3.365 4.583 3.699  0.40
61 H 3.726 1.233 2.738  0.64
62 H 0.513 -2.630 2.678  0.41
63 H -1.876 -5.680 -4.172  0.45
64 H -5.131 3.580 2.027  0.36
65 H 0.106 -4.468 -3.299  0.51
66 H -4.129 -4.075 -0.889  0.49
67 H -0.094 4.045 0.049  0.56
68 H 4.610 -1.055 2.276  0.50
69 H 0.734 -0.281 -2.145  0.39
70 H -5.008 5.202 1.362  0.34
71 H -1.970 1.658 2.790  0.59
72 H -0.262 -1.449 -3.025  0.44

Record 2
The following is a DFT calculation (ωB97M-V with the def2-TZVPD basis set) of an isolated ion of composition C7H9N2O4S and charge -1 in a non-equilibrium geometry.

Results
Orbital gap (alpha / beta) (eV): 6.54 / 6.54
Charge: -1
Molecular weight (g mol⁻¹): 217.23
Structure (SMILES): C/C=C(/[O-])O[C@@H]1N=CC=C1S(N)(=O)=O
E (Eh): -1080.716306
Energy above the lowest of the compared OMol25 structures with the same formula, charge and spin (kJ/mol): 293.58
HOMO (alpha / beta) (eV): -3.45 / -3.45
Largest force on an atom (eV Å⁻¹): 6.3

Last column: natural (NBO) charge in e.
CARTESIAN COORDINATES (ANGSTROEM)
1 S 2.119 -0.199 0.321  2.28
2 O 3.103 -1.255 0.260  -0.96
3 O 2.076 0.677 1.513  -0.94
4 O 0.590 2.480 -0.710  -0.76
5 O -0.702 0.760 -1.614  -0.56
6 N 2.527 0.805 -0.889  -1.11
7 N -1.397 -1.495 -1.204  -0.39
8 C 0.126 -1.934 0.495  -0.29
9 C -1.011 1.500 0.707  -0.42
10 C -0.341 -0.528 -1.331  0.20
11 C -1.068 -2.278 -0.259  0.06
12 C -0.270 1.596 -0.424  0.59
13 C 0.604 -0.824 -0.149  -0.28
14 C -2.263 0.604 0.976  -0.64
15 H -2.990 1.275 1.299  0.20
16 H 0.242 -0.896 -2.257  0.20
17 H -1.825 -3.012 -0.050  0.19
18 H 1.809 1.541 -0.981  0.43
19 H -0.651 1.897 1.661  0.20
20 H 3.386 1.329 -0.575  0.39
21 H 0.633 -2.028 1.324  0.23
22 H -1.928 -0.106 1.700  0.19
23 H -2.769 0.091 0.187  0.21

Record 3
The following is a DFT calculation (ωB97M-V with the def2-TZVPD basis set) of one molecule with the formula C3H5N3 in a non-equilibrium geometry.

Results
Orbital gap (eV): 9.77
Molecular weight (g mol⁻¹): 83.09
Structure (SMILES): Nc1ccn[nH]1
E (Eh): -281.533729
Energy above the lowest of the compared OMol25 structures with the same formula, charge and spin (kJ/mol): 147.87
HOMO (eV): -8.88
Largest force on an atom (eV Å⁻¹): 1.9

Last column: natural (NBO) charge in e.
CARTESIAN COORDINATES (ANGSTROEM)
1 N 0.863 -0.305 1.619  -0.84
2 N -1.302 -0.612 -1.219  -0.27
3 N -0.601 -1.099 -0.169  -0.35
4 C -0.925 0.649 -1.323  -0.03
5 C 0.064 0.977 -0.361  -0.45
6 C 0.181 -0.162 0.400  0.32
7 H -0.558 -2.089 -0.007  0.41
8 H 0.830 0.593 2.091  0.39
9 H 1.829 -0.596 1.543  0.38
10 H 1.053 1.352 -0.542  0.23
11 H -1.434 1.292 -2.034  0.21

Record 4
The following is a DFT calculation (ωB97M-V with the def2-TZVPD basis set) of one molecule with the formula C2H5N3S2 in a non-equilibrium geometry.

Results
Orbital gap (eV): 8.16
Molecular weight (g mol⁻¹): 135.22
E (Eh): -1039.696551
Energy above the lowest of the compared OMol25 structures with the same formula, charge and spin (kJ/mol): 490.47
HOMO (eV): -8.25
Largest force on an atom (eV Å⁻¹): 4.1

Last column: natural (NBO) charge in e.
CARTESIAN COORDINATES (ANGSTROEM)
1 S -0.813 -1.695 0.897  -0.10
2 S 1.383 0.483 1.460  0.23
3 N 1.247 0.213 -1.180  -0.34
4 N -1.622 0.614 -1.002  -0.58
5 N -0.551 0.873 -0.227  -0.10
6 C 1.984 0.224 -0.195  -0.14
7 C -0.302 0.112 0.958  -0.33
8 H 2.972 0.084 -0.148  0.19
9 H -1.821 1.239 -1.745  0.39
10 H 0.448 -2.220 0.842  0.15
11 H -1.014 0.487 1.605  0.25
12 H -1.911 -0.413 -1.264  0.37

Copy entry 3 word for word.
The following is a DFT calculation (ωB97M-V with the def2-TZVPD basis set) of one molecule with the formula C3H5N3 in a non-equilibrium geometry.

Results
Orbital gap (eV): 9.77
Molecular weight (g mol⁻¹): 83.09
Structure (SMILES): Nc1ccn[nH]1
E (Eh): -281.533729
Energy above the lowest of the compared OMol25 structures with the same formula, charge and spin (kJ/mol): 147.87
HOMO (eV): -8.88
Largest force on an atom (eV Å⁻¹): 1.9

Last column: natural (NBO) charge in e.
CARTESIAN COORDINATES (ANGSTROEM)
1 N 0.863 -0.305 1.619  -0.84
2 N -1.302 -0.612 -1.219  -0.27
3 N -0.601 -1.099 -0.169  -0.35
4 C -0.925 0.649 -1.323  -0.03
5 C 0.064 0.977 -0.361  -0.45
6 C 0.181 -0.162 0.400  0.32
7 H -0.558 -2.089 -0.007  0.41
8 H 0.830 0.593 2.091  0.39
9 H 1.829 -0.596 1.543  0.38
10 H 1.053 1.352 -0.542  0.23
11 H -1.434 1.292 -2.034  0.21